Version 1
# H18O9Xe

H18O9Xe as an isolated structure (ωB97M-V with the def2-TZVPD basis set, the OMol25 dataset).

Structure (ORCA input):
```
! wB97M-V def2-TZVPD RIJCOSX def2/J DEFGRID3
* xyz 0 1
Xe -13.66566 -3.70615 -1.02712
O -16.11279 -6.73064 0.05984
O -17.82858 -4.50397 0.11267
O -10.99122 -4.42852 -3.10669
O -17.30019 -4.05992 -2.49565
O -9.95621 -4.15201 -0.02101
O -15.08858 -1.30119 1.23436
O -11.26927 -3.37236 2.39069
O -12.89177 -2.97287 -4.55234
O -10.97808 -1.49573 -1.84042
H -10.26958 -4.89197 -0.54110
H -15.18888 -6.97915 0.03022
H -12.39339 -3.50571 -3.93271
H -10.68621 -3.20562 3.13127
H -11.35332 -2.36059 -2.00609
H -13.75062 -2.86876 -4.14276
H -10.03176 -1.63955 -1.84650
H -17.21699 -5.16461 0.43785
H -10.08541 -4.59052 -3.37028
H -11.47478 -5.18887 -3.42960
H -17.57796 -4.37443 -0.80200
H -9.63819 -3.52184 -0.66753
H -18.03531 -4.26428 -3.07362
H -16.44174 -6.92458 -0.81788
H -15.37815 -2.03255 1.77979
H -10.69243 -3.37442 1.62683
H -16.72194 -3.51276 -3.02714
H -14.17366 -1.16551 1.48090
*
```

Output
HOMO level (eV): -10.1
Gap between HOMO and LUMO (Ha): 0.35761
Lowest unoccupied orbital energy (Ha): -0.0149


Version 2
# H18O9Xe

H18O9Xe as an isolated structure (ωB97M-V with the def2-TZVPD basis set, the OMol25 dataset).

Structure (ORCA input):
```
! wB97M-V def2-TZVPD RIJCOSX def2/J DEFGRID3
* xyz 0 1
Xe 1.89202 -4.82716 -8.15422
O -0.57262 -7.65076 -7.47408
O -1.05662 -4.71668 -10.58374
O 1.35575 -8.37032 -9.69185
O 4.37896 -4.81185 -10.66637
O -0.29428 -2.17958 -8.90346
O 3.23710 -3.13333 -4.75456
O 3.96360 -2.43368 -9.24851
O 3.51741 -7.44084 -11.34420
O 0.66637 -4.76511 -4.45732
H 5.12669 -5.22469 -10.23428
H -0.34623 -3.12071 -8.73667
H 1.32553 -9.23138 -9.27485
H -0.54431 -4.02157 -10.99676
H 3.72253 -6.51722 -11.19901
H 2.92482 -4.03781 -4.77973
H -0.27393 -4.90285 -4.57176
H 0.30523 -7.63890 -7.85549
H -0.64019 -8.50818 -7.05396
H 2.60527 -7.44136 -11.63444
H -0.70704 -5.52615 -10.95626
H -0.26812 -2.10601 -9.85747
H 1.03772 -5.64717 -4.43962
H 4.07423 -4.15363 -10.04176
H 2.27532 -8.25074 -9.92917
H 3.61877 -2.01404 -10.03669
H 3.14681 -2.87370 -3.83768
H 3.33720 -2.20565 -8.56160
*
```

Output
HOMO level (eV): -11.2
Gap between HOMO and LUMO (Ha): 0.41720
Lowest unoccupied orbital energy (Ha): 0.0064


Which of them is most stable, and which least? Most stable: version 2; least stable: version 1.


Version 1
# C3H4NO3

A 2-piece molecular cluster, C3H4NO3 overall (ωB97M-V with the def2-TZVPD basis set, the OMol25 dataset).

Structure (ORCA input):
```
! wB97M-V def2-TZVPD RIJCOSX def2/J DEFGRID3
* xyz -1 1
O -0.88334 0.79701 -1.93835
O -3.79537 -1.61413 0.67236
O 0.15322 -0.35370 0.13265
N -2.45221 -0.29398 -0.69966
C 1.10976 0.57209 0.07410
C -2.76785 -0.91325 0.53218
C -1.38020 0.19945 -1.06207
H 2.03424 0.04485 0.04963
H 0.95307 1.14544 -0.92448
H -2.16119 -0.75566 1.42502
H 1.01384 1.27958 0.93738
*
```

Output
HOMO level (eV): -4.2
Gap between HOMO and LUMO (Ha): 0.30956
Lowest unoccupied orbital energy (Ha): 0.1548


Version 2
# C3H4NO3

An isolated ion of composition C3H4NO3 and charge -1 (ωB97M-V with the def2-TZVPD basis set, the OMol25 dataset).

Structure (ORCA input):
```
! wB97M-V def2-TZVPD RIJCOSX def2/J DEFGRID3
* xyz -1 1
O -0.50385 2.05852 -1.73853
O 1.04806 0.71152 -2.62289
O 0.31452 -0.53298 1.98204
N 0.81160 0.70990 -0.43193
C -0.54937 -1.32076 1.08822
C 0.39560 1.24224 -1.70873
C -0.30982 0.13328 0.88403
H -0.01136 -2.08215 0.56878
H 1.41695 -0.15298 -0.79781
H -1.15831 0.77758 1.16218
H -1.45404 -1.54417 1.61466
*
```

Output
HOMO level (eV): -4.0
SMILES: O=C([O-])N[C@H]1CO1
Gap between HOMO and LUMO (Ha): 0.28555
Lowest unoccupied orbital energy (Ha): 0.1377


Version 3
# C3H4NO3

C3H4NO3 as an isolated structure (ωB97M-V with the def2-TZVPD basis set, the OMol25 dataset).

Structure (ORCA input):
```
! wB97M-V def2-TZVPD RIJCOSX def2/J DEFGRID3
* xyz -1 1
O 2.08271 0.68371 1.67844
O 1.93092 0.86872 -0.63955
O -0.95501 -1.79450 -0.76932
N 0.96119 -0.91972 0.44694
C -0.33763 -0.78017 -0.25541
C -1.32311 0.42707 -0.07956
C 1.70597 0.38648 0.52982
H -1.10498 1.06753 -0.91629
H -1.33624 0.96861 0.84554
H -2.27261 -0.13038 0.02410
H 0.64878 -0.77735 -0.86471
*
```

Output
HOMO level (eV): -4.9
Gap between HOMO and LUMO (Ha): 0.31850
Lowest unoccupied orbital energy (Ha): 0.1396


Which of them is most stable, and which least? Most stable: version 1; least stable: version 3.


Version 1
# C2H6O

One molecule with the formula C2H6O (ωB97M-V with the def2-TZVPD basis set, the OMol25 dataset).

Structure (ORCA input):
```
! wB97M-V def2-TZVPD RIJCOSX def2/J DEFGRID3
* xyz 0 1
O -1.51101 -0.39334 -0.01552
C -0.21956 0.37022 -0.35923
C 0.94102 -0.35129 0.21783
H -0.45113 1.22757 0.20716
H -2.22191 0.23341 0.19036
H -0.21961 0.57039 -1.44640
H 0.76920 -1.45495 0.45369
H 1.13792 0.11807 1.11886
H 1.77508 -0.32007 -0.36675
*
```

Output
HOMO level (eV): -10.3
SMILES: CCO
Gap between HOMO and LUMO (Ha): 0.41725
Lowest unoccupied orbital energy (Ha): 0.0399


Version 2
# C2H6O

A 2-piece molecular cluster, C2H6O overall (ωB97M-V with the def2-TZVPD basis set, the OMol25 dataset).

Structure (ORCA input):
```
! wB97M-V def2-TZVPD RIJCOSX def2/J DEFGRID3
* xyz 0 1
O -4.93407 1.11805 2.41119
C 3.26917 -0.21095 -1.08590
C 3.02439 -1.12124 -2.04986
H 1.97214 -1.34528 -2.19708
H 2.49556 0.53666 -0.88523
H -4.94116 1.21928 3.36448
H 3.78185 -1.58267 -2.67267
H 3.79685 -0.31443 -0.13594
H -5.66811 0.55713 2.14808
*
```

Output
HOMO level (eV): -9.0
SMILES: C=C.O
Gap between HOMO and LUMO (Ha): 0.36771
Lowest unoccupied orbital energy (Ha): 0.0371


Which of them is most stable, and which least? Most stable: version 1; least stable: version 2.


Version 1
# C5H11N2

An isolated ion of composition C5H11N2 and charge +1 (ωB97M-V with the def2-TZVPD basis set, the OMol25 dataset).

Structure (ORCA input):
```
! wB97M-V def2-TZVPD RIJCOSX def2/J DEFGRID3
* xyz 1 1
N 1.54968 -0.59625 -1.11637
N -0.47609 -2.00011 -0.36410
C 0.29804 1.60859 -0.37921
C 1.04883 1.24255 0.83582
C -0.48202 -0.77825 0.05333
C 0.59290 0.11625 -0.22735
C -1.91520 -0.17570 0.80546
H -2.71839 -0.86941 0.79734
H 2.12778 1.19942 0.92419
H -0.74210 1.74533 -0.23062
H 0.55529 1.22050 1.81514
H 2.51938 -0.50053 -0.74209
H -1.73306 0.03822 1.90417
H 1.53824 -0.13686 -2.00389
H -2.19380 0.67505 0.26087
H 0.48609 -2.29200 -0.79944
H 0.75689 2.21328 -1.24060
H -1.21244 -2.71007 -0.29264
*
```

Output
HOMO level (eV): -14.7
SMILES: CC(=[NH2+])C1(N)CC1
Gap between HOMO and LUMO (Ha): 0.39958
Lowest unoccupied orbital energy (Ha): -0.1422


Version 2
# C5H11N2

A 2-piece molecular cluster, C5H11N2 overall (ωB97M-V with the def2-TZVPD basis set, the OMol25 dataset).

Structure (ORCA input):
```
! wB97M-V def2-TZVPD RIJCOSX def2/J DEFGRID3
* xyz 1 1
N -0.12169 1.24926 0.92810
N 1.91261 0.88005 -0.84502
C 2.33891 -0.44362 1.02376
C -3.27896 0.18170 -0.96583
C -1.21617 0.80282 0.47655
C 2.52620 -0.07148 -0.34284
C -2.18473 0.02613 0.14872
H -0.23175 1.91692 1.75056
H 1.46501 0.12070 1.42946
H 1.10740 1.31693 -0.16801
H 3.32638 -0.45662 -0.92167
H 1.99948 1.21818 -1.82580
H -3.41912 -0.63377 -1.62444
H 2.35986 -1.52998 1.32175
H -4.07668 0.14768 -0.28044
H 3.12160 0.20827 1.48378
H -3.32946 1.11485 -1.59719
H -2.24300 -0.85066 0.71368
*
```

Output
HOMO level (eV): -13.2
Gap between HOMO and LUMO (Ha): 0.35022
Lowest unoccupied orbital energy (Ha): -0.1337


Which of them is most stable, and which least? Most stable: version 1; least stable: version 2.